1.
{
  "formula": "C29H65N13PSi2TeTi",
  "method": "ωB97M-V with the def2-TZVPD basis set",
  "fmax_ev_per_a": 4.86,
  "e_lumo_ev": [-5.8, -5.7],
  "charge": 2,
  "e_above_lowest_kcal_mol": 21.8,
  "multiplicity": 2,
  "molar_mass_g_mol": 858.5,
  "symbols": ["Ti", "N", "N", "N", "C", "N", "N", "H", "H", "H", "C", "C", "C", "C", "N", "C", "N", "N", "N", "H", "H", "H", "H", "H", "H", "H", "H", "H", "H", "C", "Si", "C", "C", "C", "Te", "C", "Si", "C", "C", "C", "H", "H", "H", "H", "H", "H", "H", "H", "H", "H", "H", "H", "H", "H", "H", "H", "H", "H", "H", "H", "H", "H", "N", "P", "N", "C", "C", "C", "C", "C", "N", "C", "C", "C", "C", "C", "N", "C", "C", "C", "C", "C", "H", "H", "H", "H", "H", "H", "H", "H", "H", "H", "H", "H", "H", "H", "H", "H", "H", "H", "H", "H", "H", "H", "H", "H", "H", "H", "H", "H", "H", "H"],
  "xyz": [[0.36280, 0.86283, -0.54086], [4.44162, 0.58401, -3.17564], [3.80026, 0.99495, -1.98091], [4.50695, 1.67006, -0.94153], [3.51927, 1.95869, -0.08642], [2.29271, 1.48696, -0.49058], [2.44583, 0.89380, -1.73409], [5.46257, 0.53251, -3.08373], [3.95861, -0.16631, -3.68086], [3.66463, 2.51837, 0.83784], [1.93780, 6.60445, -1.69596], [0.84851, 6.90359, -0.63008], [1.33315, 6.56156, 0.80953], [-0.49563, 6.27101, -0.93782], [-0.31449, 4.82974, -1.12477], [0.04486, 4.05895, -2.20065], [0.17062, 2.80078, -1.84881], [-0.12104, 2.82157, -0.41490], [-0.38128, 4.00978, 0.02479], [2.83627, 7.22496, -1.50018], [1.60830, 6.81450, -2.73214], [2.27061, 5.53876, -1.64625], [0.59960, 7.98996, -0.66403], [1.52688, 5.47057, 0.91224], [0.57575, 6.83003, 1.57855], [2.28316, 7.08955, 1.04465], [-0.88676, 6.63680, -1.91545], [-1.26403, 6.46545, -0.15388], [0.14478, 4.41227, -3.23687], [-3.18417, -2.01921, -3.80417], [-3.47128, -0.16374, -4.10347], [-5.07534, 0.35544, -3.26584], [-3.39824, 0.30867, -5.91463], [-2.08671, 0.73077, -3.22634], [-2.29734, 0.28437, -1.07416], [-3.12903, 2.16499, -0.30245], [-2.87405, 2.16533, 1.57376], [-3.24289, 3.87178, 2.22790], [-1.10815, 1.73010, 2.14418], [-4.12804, 0.85672, 2.10475], [-4.07428, -2.63745, -4.05529], [-2.92571, -2.20860, -2.74092], [-2.33227, -2.39016, -4.41670], [-5.95197, -0.06901, -3.81422], [-5.18804, 1.47449, -3.29376], [-5.12797, 0.01410, -2.22193], [-4.16873, -0.25673, -6.49369], [-2.38927, 0.06215, -6.32854], [-3.55221, 1.39411, -6.06670], [-2.10502, 1.84480, -3.28480], [-1.10068, 0.37517, -3.57363], [-4.20446, 2.10084, -0.58395], [-2.63399, 2.98205, -0.87223], [-2.39547, 4.54179, 1.96285], [-3.35175, 3.84956, 3.33368], [-4.17603, 4.27934, 1.78846], [-0.46023, 2.63146, 2.11907], [-0.60031, 0.94651, 1.55786], [-1.13988, 1.33401, 3.18676], [-5.15279, 1.24842, 1.92252], [-4.03963, 0.63866, 3.19068], [-4.02013, -0.09542, 1.55411], [0.42898, -0.86473, -0.04174], [0.80004, -2.03037, 0.91151], [2.35100, -1.98735, 1.39717], [3.46698, -2.56341, 0.56246], [4.62644, -2.94226, 1.50279], [5.14938, -1.67733, 2.25043], [3.97498, -1.01494, 3.01933], [2.79309, -0.73529, 2.09696], [-0.03820, -1.89775, 2.33570], [0.43083, -2.35802, 3.67012], [-0.28761, -3.63342, 4.12248], [-1.81766, -3.46855, 4.04030], [-2.22089, -3.04013, 2.61889], [-1.51840, -1.74424, 2.25866], [0.57498, -3.44720, 0.11353], [0.84954, -4.77248, 0.77225], [1.59788, -5.71839, -0.17121], [1.34253, -5.35526, -1.64680], [-0.10967, -4.85339, -1.80008], [-0.30268, -3.52649, -1.07481], [3.79769, -1.79710, -0.16790], [3.12484, -3.44344, -0.01288], [5.41843, -3.38701, 0.86506], [4.31171, -3.74851, 2.20140], [5.57523, -0.96156, 1.51087], [5.97088, -1.93792, 2.93460], [4.28676, -0.04813, 3.45405], [3.69256, -1.65341, 3.88860], [3.11383, -0.01816, 1.33404], [1.96277, -0.27343, 2.65113], [0.20105, -1.54511, 4.39414], [1.52639, -2.48836, 3.66691], [0.03589, -3.83628, 5.15777], [0.04493, -4.51792, 3.53901], [-2.15564, -2.70564, 4.77126], [-2.33545, -4.40199, 4.32699], [-3.30840, -2.85279, 2.57758], [-2.01681, -3.84969, 1.88751], [-1.78291, -0.94686, 2.97408], [-1.79696, -1.38468, 1.26262], [-0.13006, -5.21684, 1.07785], [1.44116, -4.63391, 1.70917], [1.24802, -6.74546, 0.04898], [2.67880, -5.74787, 0.09079], [1.53104, -6.22935, -2.30541], [2.06003, -4.58131, -1.99643], [-0.84382, -5.60887, -1.42696], [-0.36594, -4.70049, -2.86051], [-1.36612, -3.43953, -0.77370], [-0.09770, -2.68280, -1.73893]],
  "forces_ev_per_angstrom": [[-1.22, -3.56, 0.19], [-0.85, 0.76, 1.13], [-1.14, 0.56, 1.88], [-2.42, -1.31, -2.05], [-0.84, -0.95, -1.37], [3.54, 0.19, -2.06], [4.45, 1.28, 1.49], [-0.76, -0.06, 0.29], [0.25, 0.35, 0.71], [0.03, -0.33, -0.35], [0.11, -0.14, 0.24], [0.45, 1.05, 0.50], [0.07, -0.09, -0.09], [-0.31, 0.20, -1.07], [-0.26, -2.18, 1.69], [-0.61, 0.10, 0.83], [-0.76, 1.13, 2.63], [-0.07, 3.70, -1.57], [0.58, -0.72, -3.79], [-0.57, -0.36, -0.11], [0.06, -0.04, 0.51], [-0.21, 0.68, 0.00], [0.45, -0.53, 0.06], [-0.05, 0.60, -0.07], [0.48, -0.08, -0.53], [-0.68, -0.30, -0.19], [0.20, -0.11, 0.71], [0.63, -0.42, -0.56], [-0.01, 0.00, 0.77], [0.22, -0.15, -0.18], [-0.65, -0.49, -0.13], [-0.51, 0.58, -0.54], [0.13, -0.24, -0.44], [0.24, 0.68, 0.64], [-0.08, 0.85, -0.62], [0.11, -0.32, -1.21], [-0.47, -0.32, 0.17], [-0.06, 0.31, 0.15], [0.22, 0.21, 0.21], [-0.07, 0.12, 0.51], [0.54, 0.43, 0.16], [-0.22, 0.04, -0.50], [-0.50, 0.18, 0.31], [0.61, 0.29, 0.45], [0.06, -0.95, 0.09], [-0.05, 0.09, -0.28], [0.61, 0.49, 0.32], [-0.76, 0.09, 0.21], [-0.05, -0.52, 0.07], [-0.05, -0.80, -0.06], [-0.26, 0.15, 0.39], [0.67, 0.31, 0.34], [-0.48, -0.49, 0.33], [-0.55, -0.28, 0.24], [0.08, 0.12, -0.63], [0.49, -0.17, 0.29], [-0.42, -0.49, 0.24], [-0.17, -0.17, 0.23], [0.05, 0.35, -0.67], [0.57, -0.27, 0.10], [-0.13, 0.06, -0.59], [-0.04, 0.38, 0.22], [-0.28, 2.22, -1.11], [-0.27, -1.22, 1.02], [1.68, 0.08, 0.14], [-0.48, 0.02, 0.73], [0.40, 0.15, -0.45], [-0.40, -0.31, -0.13], [0.52, -0.05, 0.38], [-0.02, -0.79, -0.02], [-0.15, -0.06, 0.12], [-0.16, 0.16, -0.19], [0.14, -0.27, 0.38], [0.01, -0.26, 0.06], [-0.70, -0.09, 0.24], [0.89, 0.04, 0.13], [0.33, -0.80, 0.20], [-0.54, 0.56, 0.47], [0.42, -0.53, 0.13], [0.08, -0.30, -0.34], [-0.04, -0.52, -0.36], [-0.46, 0.07, 0.45], [-0.03, -0.20, 0.21], [-0.05, 0.53, 0.42], [-0.23, 0.29, 0.42], [0.05, 0.62, -0.30], [-0.31, -0.38, 0.33], [-0.33, 0.07, -0.18], [0.01, -0.35, -0.14], [0.01, 0.32, -0.67], [-0.01, -0.08, 0.03], [0.11, -0.33, -0.22], [0.09, -0.34, -0.32], [-0.56, 0.01, -0.14], [-0.24, 0.05, -0.27], [-0.22, 0.56, 0.11], [0.20, -0.23, -0.37], [0.31, 0.35, -0.17], [0.30, -0.15, 0.03], [0.10, 0.47, 0.30], [-0.13, -0.28, -0.13], [0.13, -0.13, 0.08], [0.63, 0.30, -0.19], [-0.52, 0.18, -0.71], [0.06, 0.43, -0.26], [-0.56, 0.20, -0.38], [-0.19, 0.44, 0.46], [-0.47, -0.23, 0.28], [0.70, 0.41, -0.15], [0.12, -0.10, 0.31], [0.29, 0.04, -0.06], [0.19, -0.08, 0.15]],
  "mulliken_spin": [0.87, 0.00, 0.01, 0.00, 0.00, 0.03, 0.02, 0.00, 0.00, 0.00, 0.00, 0.00, 0.00, 0.00, 0.00, 0.01, 0.02, 0.01, 0.01, 0.00, 0.00, 0.00, 0.00, 0.00, 0.00, 0.00, 0.00, 0.00, 0.00, 0.00, 0.00, 0.00, 0.00, 0.02, -0.02, 0.00, 0.00, 0.00, -0.08, 0.00, 0.00, 0.00, 0.00, 0.00, 0.00, 0.00, 0.00, 0.00, 0.00, 0.01, 0.00, 0.00, 0.00, 0.00, 0.00, 0.00, -0.01, 0.07, 0.00, 0.00, 0.00, 0.00, -0.02, 0.02, 0.00, 0.00, 0.00, 0.00, 0.01, 0.05, 0.01, 0.00, 0.00, 0.00, 0.00, 0.00, 0.00, 0.00, 0.00, 0.00, 0.00, 0.00, 0.00, 0.00, 0.00, 0.00, 0.00, 0.00, 0.00, 0.00, -0.03, 0.00, 0.00, 0.00, 0.00, 0.00, 0.00, 0.00, 0.00, 0.00, 0.00, 0.00, 0.00, 0.00, 0.00, 0.00, 0.00, 0.00, 0.00, 0.00, 0.00, 0.00]
}



2.
{
  "formula": "C29H66N7O2S",
  "method": "ωB97M-V with the def2-TZVPD basis set",
  "fmax_ev_per_a": 5.95,
  "e_lumo_ev": -3.3,
  "charge": 1,
  "molar_mass_g_mol": 577.0,
  "symbols": ["C", "C", "O", "C", "C", "S", "N", "C", "N", "C", "C", "C", "C", "C", "O", "N", "C", "N", "H", "H", "H", "H", "H", "H", "H", "H", "H", "H", "H", "H", "H", "H", "H", "H", "H", "H", "H", "H", "H", "C", "C", "N", "C", "C", "C", "C", "H", "H", "H", "H", "H", "H", "H", "H", "H", "H", "H", "H", "H", "H", "H", "C", "C", "N", "C", "C", "C", "C", "H", "H", "H", "H", "H", "H", "H", "H", "H", "H", "H", "H", "H", "H", "H", "C", "C", "N", "C", "C", "C", "C", "H", "H", "H", "H", "H", "H", "H", "H", "H", "H", "H", "H", "H", "H", "H"],
  "xyz": [[-0.34549, 0.77266, 0.41007], [-0.33651, -0.81770, 0.59668], [0.89078, -1.47519, 0.16550], [1.86863, -1.51165, 1.18970], [1.75206, -2.23700, 2.57026], [0.38384, -3.23817, 3.27585], [3.05488, -1.85354, 3.17637], [3.52538, -2.22290, 4.55958], [4.34046, -3.49300, 4.53930], [3.39064, -4.67896, 4.51212], [3.81518, -1.04536, 2.27402], [5.24202, -0.40055, 2.54960], [4.93512, 1.08138, 3.38369], [3.30092, 1.47082, 3.49229], [4.36744, 2.19914, 2.53515], [3.12838, -0.79507, 1.01040], [3.58488, 0.02248, -0.15430], [3.62028, -0.81375, -1.41783], [-1.35389, 1.24162, 0.73765], [-0.20149, 1.11610, -0.68579], [0.49945, 1.20646, 1.07767], [-1.19395, -1.28323, -0.01959], [-0.56779, -1.07601, 1.69882], [-0.11348, -2.60927, 4.43011], [2.60155, -2.37048, 5.24048], [4.18222, -1.37362, 4.96829], [4.82789, -3.54037, 3.61916], [3.03056, -4.75843, 3.41080], [3.90342, -5.66479, 4.77430], [2.49029, -4.54372, 5.20010], [5.83467, -0.12164, 1.61670], [5.88079, -0.99146, 3.29849], [5.63337, 1.34839, 4.32594], [2.96123, 2.21995, 4.28433], [2.63464, 1.34724, 2.57611], [2.88391, 0.93887, -0.27720], [4.64275, 0.44634, -0.03399], [3.11959, -0.29457, -2.16838], [3.14647, -1.71743, -1.24566], [0.42407, -4.06763, -2.14180], [0.34049, -2.80169, -2.98761], [1.22275, -2.81100, -4.14821], [1.36344, -1.49887, -4.77796], [0.12001, -0.87486, -5.40546], [1.06561, -3.93280, -5.06966], [-0.31247, -4.15654, -5.69000], [1.45552, -4.27463, -1.84255], [-0.17063, -3.94657, -1.23184], [0.03235, -4.93929, -2.67197], [0.62248, -1.96551, -2.33611], [-0.70594, -2.63326, -3.27276], [2.15576, -1.54632, -5.53396], [1.74522, -0.80213, -4.02032], [-0.14770, -1.36318, -6.34329], [0.31612, 0.17646, -5.64104], [-0.74343, -0.90228, -4.73652], [1.35118, -4.85019, -4.54261], [1.80422, -3.84836, -5.87456], [-1.11895, -4.09421, -4.95572], [-0.35561, -5.15589, -6.13275], [-0.51672, -3.44664, -6.49226], [-4.82574, 4.53688, -5.04147], [-4.13231, 3.61594, -4.04431], [-3.82768, 2.29407, -4.58114], [-3.44423, 1.32733, -3.55549], [-2.15784, 1.59053, -2.77730], [-3.02541, 2.26196, -5.80002], [-1.65568, 2.93843, -5.76875], [-5.72395, 4.06794, -5.45175], [-5.12850, 5.46234, -4.54425], [-4.16668, 4.81334, -5.86849], [-4.81106, 3.50270, -3.19065], [-3.23424, 4.11772, -3.66173], [-3.38794, 0.32894, -4.00542], [-4.26749, 1.25920, -2.83397], [-1.27160, 1.39140, -3.38273], [-2.10818, 0.91937, -1.91328], [-2.10138, 2.61346, -2.39796], [-3.60965, 2.72067, -6.60549], [-2.89720, 1.22274, -6.12376], [-1.68625, 3.92782, -5.30669], [-1.29035, 3.07093, -6.79146], [-0.91520, 2.33218, -5.24481], [0.10547, 0.81511, 4.49376], [-0.72236, 2.07241, 4.73067], [-2.06404, 2.00338, 4.16493], [-2.74394, 3.29842, 4.12688], [-3.06148, 3.97303, 5.45812], [-2.88785, 0.87742, 4.59477], [-3.14258, 0.71222, 6.09213], [0.14397, 0.56319, 3.42946], [1.13081, 0.97474, 4.83730], [-0.29075, -0.04387, 5.04266], [-0.18231, 2.90269, 4.25996], [-0.74324, 2.28709, 5.80639], [-3.67054, 3.20086, 3.54943], [-2.12322, 3.98584, 3.53937], [-3.89109, 3.48463, 5.97110], [-3.36571, 5.00928, 5.28049], [-2.20003, 3.99802, 6.12912], [-2.42320, -0.04580, 4.22774], [-3.85214, 0.91363, 4.07586], [-2.23377, 0.82491, 6.68796], [-3.53448, -0.29046, 6.28755], [-3.88785, 1.41916, 6.45742]],
  "forces_ev_per_angstrom": [[0.42, 0.10, 0.02], [-2.43, 0.72, 0.40], [2.08, 0.42, 2.54], [-1.46, -0.79, 1.54], [2.33, 3.68, -3.23], [1.03, 0.74, -0.31], [-0.34, 1.76, -3.25], [0.92, -0.56, 0.66], [-1.82, 0.29, -0.31], [-0.19, -0.53, -1.24], [-0.41, -0.32, -0.74], [-0.98, 1.80, 1.85], [-3.63, 0.57, -1.19], [3.38, 2.59, -2.41], [1.44, -2.81, 3.37], [-0.93, -3.04, 5.04], [0.03, 0.82, -1.71], [-0.86, 0.65, 1.06], [1.69, -1.04, -0.27], [0.00, -0.81, 1.79], [-1.41, -0.48, -1.13], [1.57, 0.63, 0.80], [0.53, 0.41, -1.76], [0.94, 0.18, -1.21], [1.58, 0.37, -1.28], [-1.19, -1.13, -0.80], [-0.21, 0.25, 1.14], [0.10, -0.28, 1.90], [-0.48, 1.57, -0.27], [1.40, -0.05, -0.92], [-1.01, -0.74, 1.24], [-1.07, 0.55, -1.41], [-1.73, -0.48, -2.48], [0.60, -1.37, -1.04], [0.21, -1.16, 2.16], [0.97, -1.61, 0.44], [-1.67, -0.81, 0.62], [0.41, -0.83, 0.81], [0.25, 0.84, -0.46], [-0.05, -0.06, -0.07], [0.03, -0.13, -0.03], [0.33, 0.31, -0.03], [0.13, -0.04, 0.11], [-0.09, 0.21, -0.20], [0.05, -0.36, 0.14], [-0.11, -0.07, -0.22], [-0.03, 0.00, -0.10], [0.01, 0.02, -0.08], [0.08, 0.04, 0.06], [0.06, 0.09, -0.27], [-0.15, 0.01, 0.07], [-0.09, -0.19, 0.08], [-0.07, -0.10, 0.11], [-0.06, 0.01, 0.10], [-0.01, -0.08, 0.02], [0.03, -0.03, -0.02], [-0.04, 0.14, 0.09], [-0.02, 0.24, 0.16], [0.05, 0.02, -0.01], [0.01, 0.07, 0.04], [-0.09, -0.01, 0.10], [0.06, 0.01, -0.10], [-0.10, 0.04, -0.13], [0.01, -0.40, 0.18], [-0.34, 0.01, -0.04], [0.27, -0.13, 0.15], [-0.20, 0.18, -0.26], [0.25, -0.01, -0.11], [0.12, -0.02, 0.02], [0.06, -0.09, -0.02], [-0.08, -0.02, 0.03], [0.17, -0.24, -0.03], [0.05, 0.13, 0.06], [0.03, 0.16, -0.14], [-0.01, 0.15, -0.09], [0.00, 0.09, 0.02], [-0.08, 0.02, -0.06], [-0.01, -0.03, -0.05], [-0.02, 0.03, 0.16], [-0.10, 0.01, 0.26], [-0.03, -0.06, 0.00], [-0.03, -0.01, 0.06], [-0.01, 0.11, 0.05], [-0.04, -0.15, 0.06], [-0.11, -0.08, -0.02], [-0.10, 0.12, -0.34], [0.10, 0.17, -0.22], [-0.19, 0.14, 0.13], [0.16, -0.26, -0.03], [-0.19, -0.11, 0.16], [-0.08, 0.00, 0.03], [-0.13, -0.02, 0.06], [0.00, 0.02, -0.05], [-0.28, 0.06, 0.00], [0.12, 0.00, 0.10], [0.10, -0.20, 0.08], [0.10, -0.15, 0.05], [0.11, 0.02, 0.04], [0.05, -0.10, 0.00], [-0.05, -0.02, -0.04], [0.10, 0.08, 0.00], [0.16, 0.24, -0.02], [-0.03, 0.03, -0.04], [0.02, 0.06, -0.02], [0.14, -0.01, 0.05]],
  "lowdin_charge": [-0.08, -0.22, -0.10, -0.14, -0.40, 0.79, -0.02, -0.16, -0.10, -0.14, -0.12, -0.01, -0.14, -0.02, -0.18, 0.07, -0.17, 0.03, 0.10, 0.08, 0.07, 0.14, 0.09, -0.09, 0.14, 0.14, 0.11, 0.08, 0.09, 0.08, 0.12, 0.12, 0.17, 0.11, 0.10, 0.15, 0.13, 0.07, 0.07, -0.08, -0.28, -0.19, -0.24, -0.08, -0.24, -0.08, 0.08, 0.07, 0.07, 0.09, 0.10, 0.12, 0.09, 0.06, 0.07, 0.06, 0.10, 0.12, 0.07, 0.08, 0.06, -0.09, -0.27, -0.19, -0.25, -0.10, -0.24, -0.09, 0.08, 0.07, 0.07, 0.12, 0.10, 0.11, 0.11, 0.05, 0.05, 0.07, 0.10, 0.11, 0.07, 0.08, 0.04, -0.09, -0.26, -0.19, -0.25, -0.08, -0.25, -0.08, 0.05, 0.05, 0.06, 0.12, 0.10, 0.11, 0.11, 0.06, 0.08, 0.07, 0.09, 0.12, 0.07, 0.08, 0.06]
}